1.
{"formula": "C16H54N2O10", "method": "ωB97M-V with the def2-TZVPD basis set", "charge": 1, "relative_energy_kj_mol": 33.77, "s2": 0.76, "spin_multiplicity": 2, "e_tot_ha": -1503.328171, "e_homo_ev": [-10.34, -10.34], "elements": ["C", "O", "H", "H", "H", "H", "C", "O", "H", "H", "H", "H", "C", "O", "H", "H", "H", "H", "C", "O", "H", "H", "H", "H", "C", "O", "H", "H", "H", "H", "C", "O", "H", "H", "H", "H", "C", "O", "H", "H", "H", "H", "C", "O", "H", "H", "H", "H", "C", "C", "C", "O", "C", "N", "H", "H", "H", "H", "H", "H", "H", "H", "H", "H", "H", "C", "C", "C", "O", "C", "N", "H", "H", "H", "H", "H", "H", "H", "H", "H", "H", "H"], "positions_angstrom": [[-0.7177, -0.1700, 4.0562], [-1.6013, -1.2280, 3.8622], [-1.0640, 0.7676, 3.6213], [-0.5443, -0.0161, 5.1212], [0.2227, -0.4526, 3.5830], [-1.2704, -1.9596, 4.3884], [-1.3862, -1.8647, -3.5765], [-0.2364, -2.0108, -4.3956], [-2.1451, -1.3570, -4.1718], [-1.8060, -2.8481, -3.3650], [-1.2335, -1.2554, -2.6857], [0.5539, -1.8204, -3.8851], [-0.7455, 1.7016, -3.0290], [-1.2271, 2.5847, -3.9692], [-1.1986, 0.7647, -3.3529], [0.3398, 1.6592, -2.9368], [-1.2852, 1.9349, -2.1112], [-0.9656, 2.2902, -4.8447], [-3.9183, 1.0365, -0.6665], [-2.9299, -0.0260, -0.6779], [-4.9153, 0.5968, -0.6895], [-3.7355, 1.7120, 0.1692], [-3.7256, 1.5056, -1.6313], [-3.0562, -0.5109, 0.1410], [3.7699, 1.2484, 2.2025], [2.3891, 1.1216, 2.4801], [4.4120, 1.3802, 3.0734], [4.2344, 0.4676, 1.6002], [3.9315, 2.1679, 1.6399], [2.1597, 1.8918, 3.0053], [4.4912, -2.4120, -0.7155], [5.4938, -3.1423, -0.0243], [4.9015, -2.1817, -1.6987], [3.5056, -2.8681, -0.8085], [4.3390, -1.4304, -0.2667], [5.3366, -3.0729, 0.9202], [2.5607, -0.4215, -3.2345], [1.5254, -1.1896, -2.6677], [2.7045, -0.7415, -4.2665], [2.3456, 0.6441, -3.1548], [3.5111, -0.5579, -2.7186], [1.4177, -0.9709, -1.7391], [0.1676, 0.3848, 0.0867], [1.5273, 0.0074, -0.1204], [-0.1584, 0.2242, 1.1143], [0.0129, 1.4529, -0.0657], [-0.4649, -0.1565, -0.6169], [1.9927, 0.1099, 0.7129], [-2.5338, 7.3945, 3.6059], [-1.6234, 6.8228, 2.5251], [-2.2797, 5.6471, 1.7664], [-1.3350, 5.2801, 0.6954], [-1.7511, 4.1213, -0.0718], [-1.3719, 7.7552, 1.4728], [-3.5461, 7.6562, 3.2980], [-2.0605, 8.1228, 4.2644], [-2.7029, 6.5739, 4.3031], [-0.6450, 6.4951, 2.8766], [-3.2698, 5.9118, 1.3955], [-2.3402, 4.8276, 2.4826], [-1.8850, 3.2487, 0.5675], [-0.9806, 3.9314, -0.8191], [-2.6435, 4.3717, -0.6455], [-0.8945, 7.1062, 0.8637], [-2.2586, 7.9530, 1.0317], [0.8787, -7.6414, -0.0976], [0.0184, -6.4020, -0.2488], [0.7881, -5.1330, -0.8586], [1.4691, -4.2573, -0.0150], [0.7092, -3.4694, 0.9187], [-1.1132, -6.8106, -1.0981], [0.4157, -8.5478, 0.2925], [1.6670, -7.3800, 0.6083], [1.4307, -7.8331, -1.0178], [-0.3802, -6.2023, 0.7459], [0.1121, -4.4804, -1.4110], [1.4670, -5.3931, -1.6708], [0.2900, -4.1751, 1.6359], [-0.0539, -2.8046, 0.5140], [1.3864, -2.8443, 1.5008], [-1.7646, -6.0390, -1.0763], [-0.7140, -6.7954, -2.0257]], "forces_ev_per_angstrom": [[1.13, 0.20, 0.28], [-1.10, -0.62, -0.36], [-0.33, -0.26, -0.08], [0.10, 0.26, 0.07], [0.42, 0.48, 0.02], [-0.19, -0.07, 0.04], [0.13, 0.04, -0.94], [-0.66, -0.26, -0.41], [-0.11, 0.12, 0.02], [-0.03, -0.17, 0.47], [0.15, -0.25, 0.17], [-0.02, 0.16, 0.48], [-1.34, -1.30, 0.13], [-0.06, 1.96, -1.18], [0.79, -0.77, 0.55], [0.00, 0.03, 0.20], [0.59, 0.11, 0.33], [-0.01, 0.07, -0.05], [0.90, -0.84, -0.90], [-0.31, 0.18, 0.44], [-0.10, 0.28, 0.26], [-0.29, 0.07, -0.09], [-0.32, 0.48, 0.23], [0.08, -0.17, 0.09], [1.20, 1.40, -0.30], [0.16, -0.79, 0.03], [-0.29, -0.34, 0.43], [-0.76, -0.46, 0.07], [0.02, 0.09, -0.29], [-0.25, 0.01, 0.00], [0.66, 0.89, -0.10], [-0.50, -0.19, -0.10], [-0.18, -0.34, -0.11], [0.08, -0.49, 0.03], [-0.09, 0.16, 0.25], [0.02, -0.03, 0.04], [0.58, 0.38, 0.22], [0.06, -0.59, 0.00], [-0.20, 0.19, 0.02], [-0.12, 0.07, -0.35], [0.08, -0.22, 0.11], [0.26, 0.37, 0.38], [-0.15, 0.43, 0.15], [-0.24, -0.40, -0.14], [0.01, -0.45, 0.05], [0.15, 0.10, -0.31], [0.01, 0.02, 0.11], [0.07, 0.30, 0.20], [0.40, -1.54, 1.03], [-1.51, 0.04, -0.72], [1.53, -0.97, 0.77], [-1.34, -0.90, 0.53], [0.39, 1.37, 0.21], [1.06, 1.05, -0.18], [0.28, 0.46, -0.40], [-0.05, 0.46, -0.61], [-0.19, -0.30, 0.23], [-0.13, -0.08, 0.50], [-0.01, 0.03, -0.25], [-0.34, -0.57, -0.20], [-0.13, -0.06, 0.04], [0.18, 0.00, 0.23], [-0.34, -0.22, 0.19], [0.37, 0.92, -1.11], [-0.15, 0.29, -0.25], [2.18, 0.70, 0.09], [-2.12, -3.06, 0.78], [0.33, 2.83, -1.52], [-0.34, -1.11, 0.66], [0.34, -0.03, 0.55], [2.41, 3.03, 0.62], [-0.51, 0.39, -0.28], [0.16, -0.08, 0.16], [-0.23, -0.35, -0.17], [-0.04, 0.81, -0.06], [-1.08, -0.27, 0.29], [0.51, -0.80, 0.54], [-0.37, -0.06, 0.02], [-0.09, -0.39, -0.59], [0.34, -0.18, -0.40], [-1.09, -0.22, -0.03], [-0.43, -1.05, -0.82]]}



2.
{"formula": "C31H57BCl2F2N6O6P", "method": "ωB97M-V with the def2-TZVPD basis set", "charge": 1, "relative_energy_kj_mol": 0.00, "spin_multiplicity": 1, "e_tot_ha": -3481.392589, "e_homo_ev": -10.54, "elements": ["C", "C", "O", "C", "C", "C", "C", "C", "C", "C", "C", "C", "O", "C", "N", "C", "C", "C", "C", "Cl", "C", "C", "Cl", "C", "C", "B", "O", "O", "N", "P", "N", "C", "C", "C", "N", "N", "C", "O", "F", "C", "O", "F", "H", "H", "H", "H", "H", "H", "H", "H", "H", "H", "H", "H", "H", "H", "H", "H", "H", "H", "H", "H", "H", "H", "H", "H", "H", "H", "H", "H", "H", "H", "H", "H", "H", "H", "H", "H", "H", "H", "H", "H", "H", "H", "C", "C", "N", "C", "C", "C", "C", "H", "H", "H", "H", "H", "H", "H", "H", "H", "H", "H", "H", "H", "H", "H"], "positions_angstrom": [[6.6209, -1.9541, -2.8738], [5.8365, -2.2339, -4.1441], [4.6176, -1.5143, -4.1692], [3.8683, -1.8742, -5.3127], [2.5033, -1.2053, -5.3261], [1.4000, -2.0181, -4.6324], [1.2210, -1.6684, -3.1396], [0.4425, -0.3410, -3.0502], [-0.4171, 0.1798, -1.8639], [-1.3345, 1.2364, -2.5452], [-0.6537, 2.2014, -3.5337], [-1.3023, 2.3392, -4.8458], [-1.3709, 3.3544, -3.7483], [0.3639, 0.6779, -0.5933], [0.1595, 2.0516, -0.1420], [0.1308, 3.2212, -0.6569], [-0.9363, 4.1649, -0.1998], [1.1513, 3.8938, -1.5258], [1.8856, 0.3274, -0.4842], [2.9717, 1.6634, -0.5266], [2.4882, -0.8518, -0.2830], [3.9560, -1.0702, -0.1695], [1.5837, -2.3137, -0.0458], [-0.2523, -0.0515, 0.6008], [0.2439, 0.2750, 1.9353], [1.0497, -0.7440, 2.8725], [0.7588, -2.0746, 2.9670], [2.0551, -0.2111, 3.6434], [-1.1891, -0.8767, 0.2391], [-1.9003, -1.9903, 1.4339], [-3.3645, -2.4783, 1.2881], [-1.5650, -0.7951, -1.2179], [-1.6415, -2.2293, -1.7272], [-1.8567, -2.4070, -3.2397], [-3.0100, -3.2642, -3.5080], [-2.9373, -0.2303, -1.1909], [-4.0199, -0.7096, -1.9970], [-4.4570, -0.1093, -2.9043], [-4.5128, -1.8396, -1.5883], [-3.4495, 0.5765, -0.1965], [-4.5645, 0.5166, 0.1949], [-2.5890, 1.4580, 0.2673], [6.2674, -1.0496, -2.3962], [7.6715, -1.8215, -3.1016], [6.5222, -2.7714, -2.1668], [6.4508, -1.9708, -5.0075], [5.6456, -3.3055, -4.2252], [4.4193, -1.5708, -6.2068], [3.7620, -2.9601, -5.3762], [2.2361, -1.0238, -6.3623], [2.6307, -0.2371, -4.8454], [0.4538, -1.8925, -5.1538], [1.6880, -3.0648, -4.6965], [2.2304, -1.5547, -2.7603], [0.7733, -2.5251, -2.6633], [-0.2081, -0.3222, -3.9151], [1.2210, 0.4066, -3.1643], [-1.7780, 1.9206, -1.8382], [-2.0588, 0.7559, -3.1852], [0.4199, 2.2667, -3.5395], [-2.3050, 1.9606, -4.9661], [-0.8185, 2.8956, -5.6310], [-0.5619, 5.1832, -0.1335], [-1.3006, 3.8978, 0.7852], [-1.7346, 4.1772, -0.9378], [1.6618, 3.2231, -2.2005], [1.9159, 4.3078, -0.8732], [0.7010, 4.6801, -2.1188], [4.3438, -0.5432, 0.6987], [4.1819, -2.1245, -0.1030], [4.4436, -0.6585, -1.0456], [0.8239, 1.1860, 1.8661], [-0.6251, 0.5511, 2.5454], [0.5646, -2.3363, 3.8749], [1.7096, 0.4268, 4.2825], [-1.0118, -3.0660, 1.4296], [-1.7407, -1.3319, 2.6598], [-3.8889, -2.1124, 0.5055], [-0.7614, -2.7867, -1.4310], [-2.4585, -2.7480, -1.2365], [-2.0471, -1.4421, -3.7102], [-0.9719, -2.8061, -3.7262], [-3.0176, -3.5336, -4.4800], [-2.9875, -4.0953, -2.9341], [-1.1979, -1.0943, 5.9157], [-1.2700, 0.0323, 6.9287], [-1.0783, 1.3317, 6.3100], [-0.8440, 2.4015, 7.2695], [-1.9698, 2.7524, 8.2474], [-1.9824, 1.6455, 5.2163], [-3.4913, 1.6103, 5.4860], [-0.2662, -1.0253, 5.3414], [-1.2177, -2.0639, 6.4128], [-2.0404, -1.0639, 5.2217], [-0.4750, -0.1108, 7.6639], [-2.2182, -0.0482, 7.4801], [-0.5568, 3.2995, 6.7170], [0.0406, 2.1254, 7.8507], [-2.7847, 3.2863, 7.7611], [-1.5804, 3.4083, 9.0272], [-2.3788, 1.8695, 8.7386], [-1.7748, 0.9480, 4.3940], [-1.7083, 2.6277, 4.8242], [-3.7895, 0.7172, 6.0360], [-4.0336, 1.6030, 4.5385], [-3.8287, 2.4818, 6.0423]], "forces_ev_per_angstrom": [[-0.19, -0.10, -0.03], [0.43, -0.01, 0.08], [-0.23, -0.28, 0.25], [0.02, 0.26, -0.38], [0.04, -0.16, 0.25], [0.44, 0.17, 0.32], [0.14, 0.02, -0.81], [0.41, -0.79, 0.86], [-1.86, -0.06, -0.01], [1.80, 1.39, -0.48], [0.13, -1.47, -0.30], [-0.44, 2.22, 0.97], [-0.25, 0.29, 0.06], [1.87, 1.06, 1.05], [-2.19, -0.52, -1.13], [0.77, 0.02, 0.38], [0.47, 0.42, 0.78], [-0.19, -0.51, -0.90], [0.04, -0.70, -0.49], [0.19, 0.10, -0.06], [-0.33, 0.12, 0.12], [0.04, 0.23, -0.10], [-0.18, -0.11, 0.00], [0.17, -0.03, -0.96], [-0.29, -0.17, 0.30], [0.62, -0.07, 0.18], [-0.84, 0.18, -0.36], [-0.75, -0.17, 0.41], [0.57, 0.46, 0.93], [-2.15, -1.31, 0.28], [0.88, 0.75, -0.75], [0.55, -0.52, 0.67], [-0.02, -0.51, -0.74], [-0.35, -0.11, -0.27], [-0.02, 0.37, 0.21], [0.44, -0.27, 0.30], [0.09, 0.45, -0.46], [-0.08, 0.18, -0.46], [-0.36, -0.75, 0.51], [-0.70, -0.30, -0.15], [-0.25, 0.22, -0.02], [0.63, 0.29, 0.35], [-0.06, 0.28, 0.02], [0.20, -0.02, 0.04], [0.00, -0.06, 0.18], [-0.10, 0.17, -0.24], [-0.17, -0.15, -0.05], [0.15, 0.06, -0.09], [-0.02, -0.19, 0.09], [-0.07, 0.05, -0.15], [-0.07, 0.26, -0.07], [-0.14, -0.06, -0.12], [-0.16, -0.22, -0.11], [0.09, -0.01, 0.37], [-0.16, 0.02, 0.30], [-0.05, 0.26, -0.21], [-0.11, 0.38, -0.26], [-0.49, -0.27, 0.25], [-0.47, -0.34, 0.46], [0.32, 0.29, 0.18], [0.08, -0.51, -0.46], [0.21, -0.82, -0.64], [0.07, 0.15, -0.12], [-0.32, -0.25, -0.02], [-0.19, -0.14, -0.11], [0.15, -0.17, -0.08], [-0.04, 0.21, 0.19], [-0.09, 0.26, 0.03], [0.11, -0.01, 0.15], [0.07, -0.15, 0.08], [0.17, 0.06, -0.17], [0.14, 0.10, -0.20], [-0.11, -0.04, 0.13], [0.59, -0.28, 0.10], [0.42, 0.37, -0.09], [0.51, 0.32, -0.02], [0.64, 0.25, -0.23], [-0.53, -0.24, 0.25], [0.34, 0.26, 0.14], [-0.20, 0.13, 0.25], [-0.08, 0.12, -0.09], [0.31, 0.09, 0.17], [-0.11, -0.15, -0.07], [0.02, -0.18, -0.09], [-0.04, -0.17, -0.13], [-0.06, -0.04, 0.00], [0.22, 0.04, -0.11], [0.10, 0.14, 0.19], [0.01, 0.08, -0.04], [-0.16, -0.02, -0.17], [0.00, 0.04, -0.08], [-0.03, 0.07, 0.08], [-0.01, 0.00, 0.03], [0.01, -0.06, -0.01], [0.01, 0.11, 0.02], [0.01, -0.02, -0.02], [-0.05, -0.02, -0.08], [-0.02, -0.09, -0.01], [-0.03, -0.05, -0.01], [0.02, -0.01, 0.00], [0.00, -0.02, 0.00], [-0.01, -0.04, 0.07], [0.04, 0.05, 0.09], [0.02, -0.01, 0.01], [0.01, 0.00, -0.01], [0.01, -0.03, 0.07]]}